Entry from the OMol25 dataset: C17H18AgFN7OS as an isolated structure (wB97M-V/def2-TZVPD).

Values from the calculation:
Total charge   -1
Kohn-Sham gap   0.224 Eh
Relative energy (zero: lowest compared OMol25 entry of this formula, charge and spin)   46.7 kJ/mol
Maximum force   0.16 eV/Å
HOMO energy   -3.618 eV

Cartesian coordinates (Å):
Ag  0.67  -0.14  -0.64
N  0.14  4.53  0.34
C  -0.01  3.20  -0.02
S  1.00  2.62  -1.28
N  -0.94  2.58  0.67
N  -1.08  1.25  0.41
C  -2.17  0.75  0.87
C  -2.49  -0.68  0.75
C  -3.76  -1.13  1.11
C  -4.06  -2.47  0.97
C  -3.08  -3.33  0.50
C  -1.84  -2.80  0.17
N  -1.55  -1.51  0.30
H  1.01  4.94  0.07
H  -0.20  4.75  1.27
H  -2.89  1.40  1.37
H  -4.50  -0.42  1.47
H  -5.04  -2.85  1.24
H  -3.27  -4.39  0.37
H  -1.05  -3.42  -0.22
C  -4.27  0.98  -3.92
N  -3.13  0.10  -3.82
C  -3.31  -1.33  -3.69
C  -2.02  -1.75  -2.97
O  -1.72  -2.90  -2.78
N  -1.34  -0.62  -2.60
C  -2.03  0.41  -3.05
N  -1.70  1.67  -2.79
H  -4.95  0.59  -4.68
H  -3.98  1.97  -4.24
H  -4.82  1.06  -2.97
H  -3.42  -1.84  -4.65
H  -4.17  -1.57  -3.06
H  -0.81  1.87  -2.32
H  -2.15  2.43  -3.28
F  5.66  -3.97  -1.38
C  4.58  -3.15  -1.21
C  4.75  -1.94  -0.57
C  3.64  -1.11  -0.41
C  2.35  -1.45  -0.85
C  2.26  -2.69  -1.49
C  3.34  -3.55  -1.68
H  5.73  -1.66  -0.22
H  3.80  -0.16  0.09
H  1.30  -3.02  -1.88
H  3.24  -4.50  -2.18